{
  "formula": "C29H32CoN10O3SSe",
  "method": "ωB97M-V/def2-TZVPD",
  "elements": ["Se", "Co", "S", "O", "O", "O", "N", "N", "N", "N", "N", "N", "N", "N", "N", "N", "C", "C", "C", "C", "C", "C", "C", "C", "C", "C", "C", "C", "C", "C", "C", "C", "C", "C", "C", "C", "C", "C", "C", "C", "C", "C", "C", "C", "C", "H", "H", "H", "H", "H", "H", "H", "H", "H", "H", "H", "H", "H", "H", "H", "H", "H", "H", "H", "H", "H", "H", "H", "H", "H", "H", "H", "H", "H", "H", "H", "H"],
  "coordinates": [[0.46995, 5.84626, -5.20636], [0.15873, 0.19890, -0.09884], [-2.18891, -0.58337, 2.32073], [0.95689, -0.28117, -2.12637], [1.88545, -1.57249, -0.05602], [-0.81428, -1.65562, -0.22423], [0.61262, 0.60665, 1.89366], [1.56981, 5.33408, -3.94294], [2.91122, -0.07302, -3.21351], [-0.74441, 4.69064, -4.70242], [1.44247, 1.94224, -0.49428], [1.74344, 1.03426, 4.38511], [-0.93074, -3.89063, -0.06554], [1.25954, 3.26351, 4.26150], [-1.10320, 1.42572, -1.14035], [-4.55725, 0.54114, 2.04014], [-5.81417, 0.89683, 2.39159], [-0.24905, -2.75086, -0.12951], [4.35207, -0.15469, -3.28421], [3.45709, 3.21125, -0.66572], [2.92773, 3.96938, -1.68918], [1.00737, 4.37651, -3.22791], [-4.29915, -0.70077, 4.04024], [2.29110, 0.71578, -4.26178], [-2.37951, -3.85022, -0.06460], [-5.56442, -0.34346, 4.41290], [2.67666, 2.20334, -0.10248], [1.68710, -0.16596, 3.85360], [2.84034, -1.28532, -1.05843], [1.62925, 3.69455, -2.12855], [0.90308, 2.67335, -1.48049], [-3.75334, -0.23309, 2.82113], [-2.99732, 1.66412, -2.57654], [-0.34769, -5.19039, 0.18297], [-6.34427, 0.48171, 3.57544], [1.28115, -2.85745, -0.10871], [0.63120, 1.81622, 2.42669], [1.20277, 2.04766, 3.70291], [1.12113, -0.40033, 2.60811], [2.17074, -0.50282, -2.19682], [-1.05830, 3.00470, -2.96025], [-0.45475, 2.35823, -1.86407], [-2.35383, 2.62622, -3.32658], [-2.33738, 1.09780, -1.48833], [-0.30860, 4.01359, -3.65655], [1.64171, 3.34318, 5.18993], [-1.00318, -5.95409, -0.23152], [-2.81095, 3.09516, -4.18377], [1.59842, -3.42173, 0.77893], [2.11600, -0.96994, 4.43325], [-3.99836, 1.34554, -2.82123], [1.21725, 0.74326, -4.08889], [1.08697, -1.38748, 2.17990], [-2.70448, -2.85756, -0.36215], [4.65382, -0.43584, -4.29386], [2.48543, 0.26761, -5.23666], [0.85773, 4.07228, 3.82227], [4.79032, 0.82052, -3.05314], [4.75194, -0.88791, -2.59192], [0.21648, 2.63866, 1.86245], [2.69427, 1.73071, -4.24374], [-2.76271, -4.07066, 0.93251], [3.48075, 4.76094, -2.17050], [3.60668, -0.66785, -0.57971], [-6.36232, 1.51299, 1.69515], [-5.97429, -0.68702, 5.34889], [-2.80711, 0.33439, -0.88291], [-2.76857, -4.58299, -0.76880], [1.59498, -3.40673, -1.00417], [-7.33721, 0.78082, 3.86764], [-3.68210, -1.33883, 4.65421], [-0.24862, -5.36960, 1.25737], [3.06583, 1.58849, 0.69836], [4.45175, 3.39137, -0.29068], [3.30061, -2.20415, -1.43938], [0.62640, -5.30302, -0.28378], [-4.16344, 0.86793, 1.16212]],
  "mulliken_charge": [0.38, 0.90, -0.27, -0.78, -0.26, -0.48, 0.92, -0.90, 0.14, -0.86, 0.67, -0.61, 0.11, -0.40, -0.26, 0.09, -0.19, 0.64, -0.91, -1.28, -0.69, 1.14, -0.87, -1.15, -0.97, -0.13, -0.39, -0.56, -1.65, 0.26, -0.13, 0.53, -1.33, -0.91, -0.71, -1.32, -0.70, 0.43, -0.40, 1.33, 0.19, 0.42, -0.68, -0.49, 1.04, 0.26, 0.30, 0.60, 0.53, 0.41, 0.50, 0.22, 0.16, 0.18, 0.32, 0.43, 0.20, 0.32, 0.35, 0.36, 0.42, 0.38, 0.60, 0.54, 0.39, 0.42, 0.80, 0.38, 0.73, 0.40, 0.42, 0.31, 0.59, 0.50, 0.64, 0.38, 0.08],
  "lumo_energy_ev": [-5.649, -5.636],
  "orbital_gap_ev": [6.29, 6.31],
  "spin_multiplicity": 2,
  "charge": 2,
  "s2": 0.7612,
  "homo_energy_ha": [-0.43891, -0.43893]
}

=====

{
  "formula": "C29H32CsF3NOS3Sb",
  "method": "ωB97M-V/def2-TZVPD",
  "elements": ["Cs", "Sb", "S", "S", "S", "F", "F", "F", "O", "N", "C", "C", "C", "C", "C", "C", "C", "C", "C", "C", "C", "C", "C", "C", "C", "C", "C", "C", "C", "C", "C", "C", "C", "C", "C", "C", "C", "C", "C", "H", "H", "H", "H", "H", "H", "H", "H", "H", "H", "H", "H", "H", "H", "H", "H", "H", "H", "H", "H", "H", "H", "H", "H", "H", "H", "H", "H", "H", "H", "H", "H"],
  "coordinates": [[-1.90373, -2.88262, 0.23497], [0.40958, 0.04040, -2.08414], [-3.05217, -5.67036, 1.26964], [-1.90674, -8.08352, -0.00108], [-1.73456, -5.48591, -1.40407], [1.61110, -4.12551, -6.98665], [6.00745, 2.23636, -3.99884], [-3.34310, 3.61997, -5.72252], [-1.14382, -1.55807, 4.01509], [-2.56129, -0.39643, 5.31708], [0.67402, -3.66772, -4.86190], [2.33480, 0.79315, -2.76759], [1.71449, -1.91808, -6.15756], [-2.27260, 1.55305, -5.32051], [1.32783, -3.23423, -5.99291], [-1.44661, 0.77999, -4.51350], [0.76646, -1.39137, -3.96680], [-1.33272, -0.92960, 5.03473], [-2.54648, 2.84697, -4.93472], [2.44581, 2.04140, -3.37310], [-0.25864, -0.74647, 6.08683], [-2.04404, 3.38122, -3.76900], [0.90368, 1.30598, 0.89410], [-1.43445, -0.04858, 8.25617], [-2.83288, 0.24489, 7.71819], [-0.45255, 0.99598, 1.52519], [1.43132, -1.01695, -5.13842], [-2.22428, -6.42385, -0.04595], [0.70817, 1.86412, -0.51529], [3.49078, 0.03838, -2.60024], [4.79537, 1.75663, -3.59838], [4.73263, 0.51464, -3.00509], [0.40473, -2.73502, -3.86192], [3.67327, 2.53231, -3.80128], [-0.71182, -1.16244, 7.49562], [-2.83300, 0.68163, 6.25184], [1.68714, 2.26498, 1.79878], [-1.21968, 2.58685, -2.97941], [-0.88486, 1.28252, -3.33878], [-1.36770, -2.03288, 7.41406], [0.06754, 0.29881, 6.09201], [2.71104, 2.38420, 1.43827], [5.63728, -0.06640, -2.87494], [-3.28732, 1.04017, 8.31652], [3.42036, -0.95080, -2.16044], [-1.51285, -0.31904, 9.31263], [3.76590, 3.49743, -4.28437], [-2.29861, 4.39412, -3.48275], [1.20814, 3.24820, 1.80061], [0.37908, -4.70481, -4.75532], [1.62914, 2.36091, -0.83955], [-1.24213, -0.23943, -4.80216], [-2.11046, 1.49498, 6.11824], [1.73526, 0.01854, -5.27287], [-0.82036, 3.00364, -2.06572], [-3.45889, -0.64651, 7.81022], [-0.83202, 0.86402, 8.19749], [0.58469, -1.34924, 5.75827], [1.55618, 2.64639, -3.51134], [-0.10895, -3.08566, -2.96849], [-0.35927, 0.60829, 2.54275], [-1.05864, 1.90760, 1.54912], [1.72400, 1.89984, 2.83254], [-0.98351, 0.25634, 0.92562], [0.16171, -1.47496, 8.07041], [2.22465, -1.61647, -7.06563], [-3.23784, -0.57012, 4.59078], [1.47349, 0.36656, 0.83483], [-0.06442, 2.64322, -0.44952], [-3.81586, 1.07988, 6.00469], [-2.69823, 1.15851, -6.23455]],
  "mulliken_charge": [0.90, 0.84, -0.67, -0.52, -0.63, -0.37, -0.37, -0.36, -0.59, -0.08, -0.68, -0.21, -0.74, -0.87, 0.61, -0.29, -1.05, 0.29, 0.53, 0.11, -0.66, -0.97, 1.21, -0.61, -0.64, -0.98, 0.54, -0.11, -1.66, -0.47, 0.34, -0.63, -0.38, -0.62, -0.67, -0.70, -1.65, 0.28, 0.04, 0.34, 0.36, 0.40, 0.41, 0.33, 0.38, 0.32, 0.42, 0.43, 0.29, 0.48, 0.41, 0.43, 0.30, 0.37, 0.06, 0.32, 0.30, 0.35, 0.35, 0.18, 0.06, 0.28, 0.39, 0.16, 0.35, 0.39, 0.27, 0.18, 0.32, 0.43, 0.42],
  "lumo_energy_ev": 3.193,
  "orbital_gap_ev": 3.65,
  "charge": -2,
  "homo_energy_ha": -0.01663
}

=====

{
  "formula": "C29H32F3GdI2N8OS3",
  "method": "ωB97M-V/def2-TZVPD",
  "elements": ["Gd", "I", "I", "S", "S", "S", "F", "F", "F", "O", "N", "N", "N", "N", "N", "N", "N", "N", "C", "C", "C", "C", "C", "C", "C", "C", "C", "C", "C", "C", "C", "C", "C", "C", "C", "C", "C", "C", "C", "C", "C", "C", "C", "C", "C", "C", "C", "H", "H", "H", "H", "H", "H", "H", "H", "H", "H", "H", "H", "H", "H", "H", "H", "H", "H", "H", "H", "H", "H", "H", "H", "H", "H", "H", "H", "H", "H", "H", "H"],
  "coordinates": [[10.85525, 10.93339, 9.52499], [15.78998, 16.14716, 6.91533], [10.11802, 16.43405, 8.44677], [12.11534, 8.66393, 10.16037], [8.22978, 9.61614, 8.99552], [12.89279, 11.84074, 11.06601], [6.66288, 7.16765, 7.67328], [7.91603, 6.51569, 9.28870], [7.89888, 5.40676, 7.41852], [10.65208, 13.18160, 8.72496], [8.52719, 12.42995, 7.04482], [9.36200, 12.06600, 11.43274], [9.21304, 13.47268, 13.43353], [8.48816, 11.16782, 13.53727], [10.25477, 9.48469, 7.40268], [6.12769, 11.07292, 6.21829], [12.67872, 11.68735, 7.81342], [7.18944, 12.78724, 12.30215], [10.92274, 7.65347, 6.03923], [13.73998, 10.95776, 7.52191], [14.53718, 9.62660, 13.93856], [9.23829, 10.87016, 12.32135], [14.09861, 15.06867, 7.49161], [6.21952, 12.50268, 6.11838], [14.18780, 8.31275, 13.59863], [11.68162, 13.80304, 8.22083], [13.41720, 8.07237, 12.46494], [9.85895, 6.90806, 6.53798], [8.99541, 7.44639, 7.44999], [11.76146, 15.14790, 8.01703], [15.17320, 12.78745, 7.16562], [13.35520, 10.44287, 11.98715], [12.99717, 9.12359, 11.62221], [7.15944, 11.56944, 13.10840], [11.06764, 8.92316, 6.49205], [14.09620, 10.67204, 13.13125], [12.86019, 13.06232, 7.85618], [14.98226, 11.45414, 7.17654], [14.09666, 13.63240, 7.53211], [12.96718, 15.78376, 7.69203], [9.22355, 8.78503, 7.86975], [8.01485, 12.53477, 11.09903], [7.84429, 6.64909, 7.95592], [9.14213, 12.26105, 14.24047], [7.87659, 13.86790, 13.03590], [10.00039, 13.16822, 12.24184], [7.21708, 13.13003, 7.05940], [6.56110, 11.73193, 14.01554], [7.42458, 14.19543, 6.82620], [8.73994, 10.06584, 11.76876], [9.39253, 12.99406, 7.33517], [6.71504, 10.74246, 12.55559], [15.09852, 9.84427, 14.84683], [7.96316, 14.75809, 12.40834], [5.65864, 10.71013, 5.41782], [10.16878, 11.98887, 14.52040], [7.55208, 11.80158, 10.46190], [11.58037, 7.27280, 5.30470], [16.11212, 13.20481, 6.88491], [11.83613, 9.60450, 6.09639], [14.49900, 7.50269, 14.24873], [5.26964, 12.99035, 6.30265], [7.27494, 14.13785, 13.88305], [10.24771, 10.55590, 12.59779], [13.58690, 9.88755, 7.55433], [12.95962, 16.85563, 7.50258], [5.60578, 10.83386, 7.04940], [6.49915, 12.82689, 5.07247], [9.69884, 5.86880, 6.21237], [6.86713, 13.09887, 8.11389], [8.57778, 12.49821, 15.15888], [14.31383, 11.70867, 13.43246], [8.58843, 11.52968, 7.60489], [10.11047, 14.00366, 11.55511], [13.14416, 7.07545, 12.21628], [11.00007, 12.83694, 12.53087], [8.05645, 13.48628, 10.51531], [8.72075, 12.07464, 6.09623], [15.79270, 10.80996, 6.85312]],
  "mulliken_charge": [-0.19, 0.07, -0.07, -0.31, -0.81, -0.41, -0.21, -0.22, -0.32, 0.68, 0.34, 1.22, 0.08, 0.04, 0.07, -0.38, -0.01, 0.03, -1.06, 0.11, -0.60, -0.81, -0.24, -0.89, -0.58, 0.42, -0.91, -0.19, -0.30, -0.82, -0.71, 0.78, 0.57, -0.67, -0.61, -0.64, 0.25, -1.38, 0.64, -0.41, 0.79, -0.39, 0.71, -0.74, -0.70, -0.61, -0.23, 0.33, 0.36, 0.32, 0.04, 0.36, 0.35, 0.36, 0.23, 0.36, 0.13, 0.51, 0.30, 0.60, 0.36, 0.40, 0.35, 0.35, 0.64, 0.32, 0.17, 0.41, 0.47, 0.13, 0.31, 0.38, -0.45, 0.00, 0.49, 0.24, -0.04, 0.46, 0.42],
  "lumo_energy_ev": [-0.235, -1.178],
  "orbital_gap_ev": [6.60, 5.63],
  "spin_multiplicity": 8,
  "s2": 16.0649,
  "homo_energy_ha": [-0.25117, -0.25002]
}